(1)
This record from the Open Molecules 2025 dataset describes a cluster of 12 separate species, C17H60N2O14 in total in a non-equilibrium geometry. The level of theory is ωB97M-V/def2-TZVPD.

Properties
2S+1 ... 1
Total energy ... -1846.406916 a.u.
Structure (SMILES) ... COCCNCCOC.COCCNCCOC.CO.CO.CO.CO.CO.O.O.O.O.O
Highest occupied orbital energy ... -8.75 eV
Molecular weight ... 516.67 g/mol
Gap between HOMO and LUMO ... 8.99 eV

Last column: Mulliken charge in e.
Geometry (Å):
H -5.242 -4.562 -3.217  0.323
C 4.607 -2.059 -1.329  -0.334
C 1.005 -0.957 1.283  -0.467
C 2.136 -3.617 4.781  -0.339
H 4.854 -3.849 -0.620  0.312
H -0.159 0.734 3.407  0.316
H -4.820 -1.053 0.492  0.420
O -3.556 -3.924 -2.314  -0.329
H -3.966 -4.235 -4.342  0.423
H -4.566 0.662 0.996  0.315
H 3.089 5.111 1.479  0.399
H 1.372 4.917 0.973  -0.347
H 3.972 3.270 -1.308  0.442
C 3.263 3.485 -0.496  -1.439
O -2.289 -3.160 1.018  -0.623
H 1.815 -2.709 4.273  -0.001
H -5.420 1.112 -1.705  0.336
H -1.755 -4.642 -1.696  0.005
C -2.211 -4.253 -2.602  -0.515
H -0.442 1.588 -1.357  0.085
H 1.361 -0.841 2.307  0.372
H -1.994 -2.752 1.838  0.331
H 4.318 0.123 1.721  0.265
C 0.498 1.520 -1.914  -0.329
H -3.679 0.601 -3.489  0.333
C 2.142 6.855 0.720  -0.746
H -5.405 0.096 -3.786  0.459
H -2.251 -0.960 -1.012  0.478
H 0.293 0.890 1.116  -0.212
H 1.479 2.541 0.352  -0.158
H -5.659 -2.393 -4.432  0.357
H -0.693 3.759 0.769  0.110
C 3.441 -4.483 1.286  -0.692
H -2.384 3.526 2.271  0.411
H -2.907 2.923 0.673  0.332
C -4.155 -0.188 0.443  -0.672
H -0.159 8.682 -0.663  0.234
C -5.043 -2.474 -3.533  -0.326
H -2.147 -5.021 -3.381  0.435
H -1.658 -3.376 -2.953  0.251
H 0.981 0.561 -1.674  0.144
O 5.402 -3.067 -0.748  -0.548
H -3.221 -0.481 0.929  0.052
H 3.348 -3.458 1.654  0.260
H -0.802 -0.795 -0.528  0.068
H 3.972 -2.412 -2.147  0.298
C -4.911 0.143 -1.792  -0.635
H -2.442 1.791 1.876  0.210
H 4.482 -4.797 1.335  0.397
H 3.080 7.338 0.408  0.356
H -5.628 -0.622 -1.476  0.443
O -1.375 -1.375 -1.059  -0.374
H -0.277 2.221 3.134  0.293
C 2.348 5.357 0.716  0.159
O -0.836 2.863 1.091  -0.127
O 1.400 2.580 -1.732  -0.492
O -0.271 1.580 3.853  -0.674
H -3.303 -1.685 -2.850  0.040
H 5.293 -1.335 -1.775  0.313
C -4.426 -3.856 -3.425  -0.748
H 4.000 -4.304 5.118  0.287
O 2.998 -4.635 -0.058  -0.529
H 1.905 7.212 1.730  0.431
C 0.823 8.558 -0.209  -0.762
H -0.605 -4.337 0.473  0.364
O -3.809 0.150 -0.887  -0.201
C -2.196 2.780 1.495  -0.847
O 3.503 -3.812 4.462  -0.508
H 2.894 -5.135 1.974  0.289
H 2.656 1.540 -0.437  0.089
H 1.548 9.092 -0.833  0.280
C 2.121 2.494 -0.538  0.903
H -5.734 -2.363 -2.683  0.229
H 3.936 3.249 0.334  0.365
H 2.056 -4.415 -0.034  0.244
C -4.477 -0.096 -3.240  -0.875
N -4.016 -1.447 -3.531  -0.247
H 1.553 -4.492 4.495  0.235
O -0.044 -0.009 1.023  -0.152
H -0.189 -5.563 1.265  0.230
H 2.205 5.020 -1.274  0.342
H 2.009 -3.393 5.845  0.361
H -1.896 -2.607 0.319  0.317
H 3.996 -1.549 -0.583  -0.024
H 1.829 -0.806 0.589  0.139
H 0.575 -1.947 1.143  0.129
O 3.575 0.734 1.800  -0.497
H 0.254 1.442 -2.975  0.375
O 1.121 7.176 -0.202  -0.281
H 3.630 1.072 2.699  0.253
N 2.911 4.901 -0.555  -0.303
H 0.820 8.977 0.800  0.315
O 0.149 -4.927 0.630  -0.597

---

(2)
This record from the Open Molecules 2025 dataset describes a structure of composition C18H20CuN3Si. The level of theory is ωB97M-V/def2-TZVPD.

Properties
2S+1 ... 1
Total energy ... -2792.174678 a.u.
Highest occupied orbital energy ... -5.94 eV
Molecular weight ... 370.01 g/mol
Gap between HOMO and LUMO ... 5.82 eV

Last column: Mulliken charge in e.
Geometry (Å):
H 2.688 0.005 -4.702  0.432
H -1.496 5.190 0.325  0.383
H 1.712 3.777 -2.155  0.317
C 1.676 1.201 -3.239  -0.774
C -0.902 -4.435 -0.181  -0.634
H -2.248 2.844 0.536  0.468
C 0.851 -3.627 -1.578  -0.757
H -1.245 2.390 2.961  0.261
C 0.228 -4.687 -0.943  -0.348
C 0.811 3.620 -1.579  -0.761
Cu -0.745 -0.011 0.104  -0.528
N -0.769 -2.101 -0.682  -0.211
C 1.134 0.216 3.084  -1.192
C 1.688 -1.201 -3.237  -0.770
H 0.559 5.679 -1.038  0.428
C -1.394 3.098 -0.080  -0.212
C 0.311 -2.355 -1.432  0.670
C 0.286 2.342 -1.435  0.678
C 0.173 4.672 -0.947  -0.334
N -0.793 2.075 -0.689  -0.202
H -0.711 -2.454 2.932  0.250
C -0.958 4.407 -0.191  -0.664
Si -0.630 0.008 2.408  0.697
C -1.257 -1.569 3.272  -1.123
H 1.955 -2.141 -3.699  0.341
C -1.354 -3.131 -0.070  -0.190
H 1.156 0.227 4.180  0.329
H -2.319 -1.744 3.078  0.272
H 1.933 2.143 -3.701  0.340
C 2.089 0.001 -3.801  -0.609
H -1.429 -5.224 0.337  0.384
H 1.752 -3.774 -2.157  0.315
C -1.599 1.402 3.273  -1.124
C 0.890 1.151 -2.095  0.727
H 1.782 -0.597 2.743  0.282
H -2.669 1.351 3.054  0.287
H -1.130 -1.502 4.360  0.353
H -1.481 1.345 4.361  0.355
C 0.902 -1.159 -2.094  0.738
H -2.207 -2.888 0.551  0.416
H 0.625 -5.689 -1.035  0.427
H 1.579 1.151 2.730  0.295
N 0.557 -0.005 -1.531  -0.012

---

(3)
This record from the Open Molecules 2025 dataset describes a cluster of 2 separate species, C4H12N2O3 in total in a non-equilibrium geometry. The level of theory is ωB97M-V/def2-TZVPD.

Properties
ΔE to the lowest compared entry with this formula, charge and spin ... 395.2 kJ/mol
2S+1 ... 1
Total energy ... -494.726916 a.u.
Structure (SMILES) ... CC(N)=O.CON(C)O
Highest occupied orbital energy ... -9.61 eV
Molecular weight ... 136.15 g/mol
Gap between HOMO and LUMO ... 10.41 eV

Last column: Mulliken charge in e.
Geometry (Å):
H -0.981 -2.046 2.591  0.314
H 1.936 0.329 1.178  0.256
C -1.474 -1.310 1.960  -0.705
O -1.088 0.622 0.734  -0.534
O 0.467 -1.062 0.718  -0.205
H 1.476 2.473 -0.605  0.232
N 0.624 1.996 -0.858  -0.374
H -1.958 -1.816 1.116  0.298
H -1.371 0.244 -0.186  0.261
H -0.726 0.318 -3.325  0.344
H -2.211 -0.771 2.552  0.255
H -0.410 -0.646 -1.904  0.281
O 1.630 1.108 -2.685  -0.611
H -0.114 1.778 -0.111  0.338
H -1.636 0.685 -1.928  0.440
C -0.643 0.360 -2.240  -1.177
H 2.415 -1.132 0.283  0.247
H 2.053 -1.234 2.034  0.270
C 0.686 1.210 -1.943  0.687
N -0.470 -0.357 1.528  -0.064
C 1.794 -0.749 1.090  -0.553